[1]
DFT (the ωB97M-V functional and the def2-TZVPD basis) results for 12 unconnected molecules or ions with the total composition H24O12 at a distorted geometry.

Positions of all 36 atoms, in Å:
O -0.43945 0.68342 0.38071
H -1.35928 0.85040 0.01980
H 0.12060 0.46701 -0.34854
O 3.95790 0.16575 -0.82496
H 4.08904 0.52983 -1.64122
H 3.87583 -0.76064 -1.07924
O -1.92847 2.98079 0.40479
H -1.89686 2.19191 0.91073
H -2.88038 3.31803 0.28008
O 2.17884 2.12478 -1.25320
H 2.09848 2.37960 -0.30655
H 1.46846 1.53750 -1.49390
O -1.84195 -2.46295 -0.38178
H -1.34960 -2.95255 -1.08122
H -2.66069 -2.17230 -0.66308
O 0.53324 3.13260 2.58572
H 1.43171 3.31251 2.22007
H 0.22300 3.96926 2.53061
O 0.98751 -3.27103 0.74318
H 1.41640 -2.48153 1.07385
H 1.24714 -3.96232 1.42004
O 2.42644 -1.33690 3.13616
H 1.79712 -1.95579 2.75318
H 2.12938 -0.39321 2.89513
O -3.59461 -1.24554 1.87583
H -3.32189 -1.66953 2.73228
H -4.30292 -0.64057 2.05793
O -3.22732 0.19121 -1.88447
H -2.45376 0.66485 -1.53378
H -3.73999 0.14633 -1.13740
O 1.42802 -1.56792 -1.84535
H 1.04753 -0.64968 -1.91694
H 2.33757 -1.50183 -1.57448
O -0.31532 0.49433 -2.85434
H 0.34996 0.75058 -3.59276
H -0.98550 -0.08635 -3.18284

Computed properties:
Energy above the lowest of the compared OMol25 structures with the same formula, charge and spin in kJ/mol: 418.08
LUMO energy in Ha: 0.0011
HOMO-LUMO gap in hartree: 0.3908
Multiplicity: 1
Electronic energy in eV: -24957.361
SMILES: O.O.O.O.O.O.O.O.O.O.O.O

---

[2]
DFT (the ωB97M-V functional and the def2-TZVPD basis) results for 13 unconnected molecules or ions with the total composition H25O13 at a distorted geometry.

Positions of all 38 atoms, in Å:
O 0.96360 -0.00276 -1.14245
H 1.01736 -0.74585 -0.55061
H 0.50360 -0.66573 -2.75466
O 0.33872 3.47382 1.32646
H 0.61823 2.83407 0.54951
H 1.05202 3.40631 1.96388
O -2.25505 -1.30702 -0.82025
H -1.80727 -0.75043 -1.43542
O 2.17936 1.68770 2.73388
H 2.22201 1.04480 2.02144
H 1.26469 1.92266 2.89037
O 0.13757 -1.13957 -3.53763
H -1.04037 1.22263 -2.48484
H 0.62479 -1.92380 -3.21840
O -3.51329 -0.20620 -3.05592
H -3.48244 -0.09281 -2.11899
H -2.77407 -0.59308 -3.50769
O 2.05006 2.23243 -0.44577
H 1.68120 1.37019 -0.78049
H -2.91702 -0.95714 -0.21255
O 1.73665 -2.69918 0.50574
H 2.69988 -2.64037 0.33906
H 1.53150 -2.10711 1.23126
O -1.00626 1.33233 -1.51795
H -0.12643 0.84461 -1.18857
H 2.67179 2.08855 0.29124
O 3.55439 -0.36521 -1.03700
H 3.50979 0.49328 -1.51291
H 2.60772 -0.59857 -1.20418
O -0.86054 0.83393 1.81725
H -0.74903 1.79413 2.10064
H -1.65404 0.84765 1.21832
O -1.01605 -0.82686 3.72166
H -1.93406 -1.07673 3.63977
H -0.74759 -0.27470 2.95880
O -2.59545 -2.74764 1.34501
H -1.95354 -3.48005 1.35141
H -2.53249 -2.22825 0.52056

Computed properties:
Energy above the lowest of the compared OMol25 structures with the same formula, charge and spin in kJ/mol: 133.66
LUMO energy (alpha / beta) in Ha: -0.0187 / -0.2224
HOMO-LUMO gap (alpha / beta) in hartree: 0.3657 / 0.1620
Multiplicity: 2
Electronic energy in eV: -27018.618

---

[3]
DFT (the ωB97M-V functional and the def2-TZVPD basis) results for a gas-phase ion, C5H12N4 (charge +2) at a distorted geometry.

Positions of all 21 atoms, in Å:
C 2.82334 0.34940 0.89286
N 1.65727 0.19054 0.42559
C 1.15018 0.78974 -0.79381
C -0.21038 0.12681 -1.04030
N -1.33753 1.11817 -0.74463
N -2.34773 0.39413 -0.04984
N -0.27855 -0.93411 -0.06190
C -1.41882 -1.58980 0.11265
C 0.61992 -0.61555 1.03508
H 3.12987 -0.12874 1.81712
H 3.54968 0.97643 0.38807
H 1.84717 0.64365 -1.62338
H 1.01064 1.86988 -0.66152
H -0.30702 -0.26845 -2.05736
H -1.69311 1.48110 -1.62756
H -3.25049 0.37082 -0.52391
H -2.47300 0.76205 0.89352
H -1.97900 -1.92424 -0.74799
H -1.62160 -2.07206 1.05808
H 1.02248 -1.52362 1.50141
H 0.10668 -0.01616 1.80781

Computed properties:
Energy above the lowest of the compared OMol25 structures with the same formula, charge and spin in kJ/mol: 162.40
LUMO energy in Ha: -0.3232
HOMO-LUMO gap in hartree: 0.3444
Multiplicity: 1
Electronic energy in eV: -11320.527
Charge: +2
SMILES: C=[N+]1C[C@H](NN)[N+](=C)C1